Record 1
C5H24NO9 | ωB97M-V/def2-TZVPD

- Total charge: -1
- HOMO: -5.276 eV
- Maximum force: 0.095 hartree/bohr
- Energy relative to the best compared isomer or geometry (same formula, charge and spin): 55.3 kcal/mol
- E_tot: -25492.9469 eV
- 2S+1: 1
- LUMO level: 2.9 eV
- Orbital gap: 8.19 eV

XYZ file:
```
39
Properties=species:S:1:pos:R:3:forces:R:3
O -1.05450 3.42530 -0.51734 0.0 1.4 -1.1
C -1.26495 2.48131 0.23664 1.0 0.5 0.6
O -2.30801 1.84070 0.37217 -1.5 -1.1 0.3
C 0.00888 1.98441 0.94114 2.1 0.1 1.4
C -0.22344 0.88301 2.04075 -1.8 -0.4 -2.8
C 0.11251 -0.56440 1.60948 3.0 0.9 0.3
C -0.64317 -1.49253 2.52143 -1.0 1.0 -2.8
N 0.86517 1.57715 -0.25140 1.4 -0.6 2.9
H 0.59624 2.76780 1.61028 -1.2 -0.6 -2.1
H 0.03563 1.14446 3.05197 1.1 0.0 0.2
H -1.31419 0.91487 2.11391 -0.2 -0.2 0.0
H 0.01698 -0.76274 0.48371 -0.1 0.2 1.8
H 1.25956 -0.65228 1.84370 -1.8 -0.1 -0.6
H -1.66108 -1.50858 2.11675 0.1 -0.2 1.0
H -0.23164 -2.42264 2.52407 1.0 -3.0 -0.3
H -0.49986 -1.15795 3.47883 -0.4 1.1 2.6
H 0.86177 0.60880 -0.47846 0.4 -1.4 0.9
H 0.50560 1.86198 -1.09561 -1.0 2.2 -1.5
H 0.82120 0.33122 -3.64055 0.7 -1.6 0.6
H 0.75171 -1.22419 -3.41487 0.5 0.5 0.3
O 1.34945 -0.45342 -3.31187 -0.6 0.8 -0.9
H 3.15498 -0.77807 -0.97758 -1.3 -0.4 0.6
H 2.79818 -1.08966 0.51790 -1.0 -0.1 -2.0
O 2.40751 -1.12959 -0.42053 2.4 0.4 1.2
H 2.91857 1.61602 0.96970 -1.5 -0.2 -2.0
H 2.57162 2.12883 2.39999 1.0 -0.6 -1.4
O 3.29377 1.80162 1.79765 0.4 0.7 3.2
H -1.95747 -0.12523 0.23024 -0.8 -0.3 0.5
H -3.36518 -0.18078 0.62891 -0.7 0.4 0.1
O -2.64202 -0.78697 0.51658 1.0 0.5 -0.7
H -0.22712 1.75914 -2.57662 -0.4 -0.5 -1.4
H -1.54935 1.37140 -3.11683 0.5 -0.2 -0.5
O -0.60743 1.29410 -3.37616 -0.8 1.5 1.8
H 1.30592 -2.32714 -1.58106 -1.5 -1.0 -1.0
H -0.19861 -2.95834 -1.79118 1.6 0.3 -0.2
O 0.70702 -2.85186 -2.21085 -0.3 0.4 1.4
H -2.19410 -2.40096 -1.81317 -0.4 2.1 -4.4
H -2.23617 -2.10876 -0.40480 -0.5 1.0 1.2
O -2.16401 -2.81601 -1.02692 0.8 -3.6 2.7
```
Forces are in eV/Å.


Record 2
C5H24O8 | ωB97M-V/def2-TZVPD

- HOMO: -9.549 eV
- Maximum force: 0.074 hartree/bohr
- Energy relative to the best compared isomer or geometry (same formula, charge and spin): 50.1 kcal/mol
- E_tot: -21952.3853 eV
- 2S+1: 1
- SMILES: C=CCCCO.O.O.O.O.O.O.O
- LUMO level: 0.0 eV
- Orbital gap: 9.53 eV

XYZ file:
```
37
Properties=species:S:1:pos:R:3:forces:R:3
C 2.18132 1.53621 -1.27423 -2.1 0.8 -0.2
C 1.09272 2.35024 -1.22715 2.5 -1.2 -2.6
C -0.22300 2.00376 -0.69853 -0.1 1.0 1.7
C -1.41638 2.38689 -1.61719 0.1 -0.8 2.3
C -2.03088 1.10935 -2.13928 -1.0 -0.7 0.3
O -2.78815 0.48432 -1.07072 0.3 0.4 -0.3
H 2.95045 1.85274 -1.94544 0.8 -0.1 0.1
H 2.13744 0.53823 -0.86258 0.2 0.2 0.1
H 1.25461 3.16777 -1.96052 -0.7 0.2 1.0
H -0.32054 2.68813 0.18347 -0.1 -1.0 -0.2
H -0.17285 0.94327 -0.33685 -0.4 1.1 -0.3
H -2.22175 2.75854 -0.92109 0.7 0.1 -1.0
H -1.00738 3.18416 -2.21818 -0.6 0.0 -0.9
H -1.32892 0.33575 -2.48416 0.2 0.6 -0.3
H -2.80603 1.26353 -2.88330 0.2 0.1 -0.4
H -2.23121 0.43696 -0.28318 0.1 0.0 -0.1
O -2.60579 -0.70855 2.61667 -0.3 0.3 0.7
H -2.72000 -0.51719 1.68345 -0.1 -0.6 -0.3
H -2.19911 -1.57507 2.71992 -0.1 0.1 -0.4
O -0.47845 0.85277 1.94895 -0.5 0.2 0.2
H 0.18296 0.19251 1.73225 0.1 0.0 0.2
H -1.20981 0.40167 2.41431 0.5 0.0 0.0
O 3.42234 -1.59645 -0.49404 0.2 -0.4 -0.1
H 2.67169 -1.52326 0.10036 -0.1 0.1 -0.1
H 3.16058 -1.09570 -1.26933 0.1 0.2 0.0
O 0.25527 -2.03659 -1.74169 0.4 -0.4 0.4
H 1.12674 -2.10405 -2.16564 -0.7 0.2 -0.1
H -0.30285 -1.39271 -2.18164 0.3 0.2 -0.4
O 2.42533 0.44819 1.46701 -0.2 -0.5 0.4
H 2.80122 1.28556 1.17513 0.0 -0.1 0.0
H 3.15219 -0.12092 1.74064 0.3 0.4 0.0
O 1.70392 -2.34043 2.92312 -0.1 -0.2 -0.9
H 1.56847 -3.14948 2.40655 0.1 0.0 0.4
H 1.73230 -1.68190 2.21408 -0.1 0.2 0.4
O -2.02619 -2.20180 0.00520 0.5 -1.4 -0.2
H -2.10634 -3.07048 0.42717 -0.6 0.3 0.6
H -1.44139 -2.53578 -0.69787 0.1 0.9 -0.2
```
Forces are in eV/Å.


Record 3
C5H25N3O8 | ωB97M-V/def2-TZVPD

- Total charge: -1
- HOMO (spin up / spin down): 0.380 / -6.277 eV
- Maximum force: 0.070 hartree/bohr
- E_tot: -26439.2722 eV
- 2S+1: 2
- ⟨S²⟩: 0.751
- LUMO level (spin up / spin down): 2.8 / 2.7 eV
- Orbital gap (spin up / spin down): 2.44 / 8.95 eV

XYZ file:
```
41
Properties=species:S:1:pos:R:3:forces:R:3
C 3.39494 -0.68840 0.84186 2.6 2.5 -0.5
C 2.09456 -1.20889 0.24920 1.9 -2.1 1.6
C 1.04401 -0.21598 0.10309 -1.5 0.9 1.1
C 0.39714 0.37618 -0.91661 -1.7 1.2 -0.8
N -0.63353 1.18335 -0.40001 0.5 -0.8 0.1
C -0.52427 1.05655 0.97220 -1.0 0.6 -2.4
N 0.41093 0.21982 1.30450 0.8 -0.3 0.1
N 3.75792 0.70179 0.30102 -1.1 -1.0 -0.2
H 4.33675 -1.16594 0.55015 -0.7 -1.2 -0.5
H 3.52475 -0.74563 1.91202 -0.9 0.4 0.7
H 1.66424 -1.91118 1.03542 1.1 0.8 -1.4
H 2.45694 -1.81868 -0.59854 -1.2 0.5 -0.1
H 0.43262 0.36803 -1.99209 0.5 -0.5 -0.1
H -1.37156 1.65190 -1.03077 1.5 -0.4 1.3
H -1.20536 1.68274 1.53485 0.2 -0.5 0.6
H 4.21629 1.31162 0.96673 -0.5 0.0 0.0
H 2.88971 1.09689 -0.07759 0.7 0.4 0.6
H 1.31869 3.08103 -3.13625 0.3 -0.6 0.5
H 1.23012 2.69045 -1.54886 0.2 -0.5 -0.4
O 1.06995 3.34206 -2.24024 -0.3 1.2 -0.2
H -0.76200 -3.28383 -0.65627 0.4 0.4 -0.9
H -0.46036 -3.29038 -2.22974 0.2 0.0 0.4
O -1.13498 -3.16376 -1.55893 -0.7 -0.2 0.1
H -1.81734 3.51856 -1.27882 -0.3 0.1 -0.1
H -0.81815 3.37970 -2.39261 -0.1 -0.4 0.0
O -1.69391 3.03701 -2.11476 -0.1 0.4 0.0
H -4.32656 -0.91122 -1.34050 0.2 0.1 0.3
H -3.95149 0.18657 -0.27925 0.1 -0.3 0.1
O -4.26906 0.03747 -1.17598 -0.2 0.3 -0.5
H -0.14552 -3.57057 1.38364 0.0 0.4 0.2
H -0.50395 -2.09800 1.11790 0.0 0.0 0.0
O 0.08950 -2.80742 0.83439 -1.2 -1.3 -0.1
H -1.73512 -0.18902 -3.51841 0.3 -0.5 -1.1
H -2.40517 0.95036 -3.17402 -0.5 1.0 -0.8
O -2.11138 0.55592 -4.02128 0.2 -0.5 1.9
H -0.10978 -1.36600 2.97312 0.1 0.2 0.3
H 0.09501 -2.06726 4.33368 -0.3 0.2 0.0
O -0.17038 -2.21941 3.42499 0.1 -0.8 -0.2
H -0.12256 0.92895 4.05467 -0.6 -0.6 0.7
H 0.75875 -0.14242 4.50360 0.0 -0.2 0.3
O -0.14699 0.15515 4.67380 0.7 1.4 -0.8
```
Forces are in eV/Å.